(1)
{"formula": "C3H6N5O3", "method": "ωB97M-V/def2-TZVPD", "elements": ["C", "C", "C", "N", "N", "N", "N", "N", "O", "O", "O", "H", "H", "H", "H", "H", "H"], "positions_angstrom": [[1.007, -1.016, 0.563], [1.807, 0.140, 0.483], [-1.947, -1.271, -0.864], [-1.376, -0.632, 0.079], [3.005, 0.162, 1.109], [0.993, -2.184, 0.538], [0.739, -3.550, 1.468], [1.316, 1.418, 0.185], [1.672, -3.721, 2.131], [-0.268, -3.995, 1.124], [3.622, -0.790, 1.541], [-3.000, -1.446, -0.725], [-1.454, -1.897, -1.541], [-1.913, 0.076, 0.620], [3.603, 1.104, 0.802], [2.065, 1.941, -0.351], [0.341, 1.524, -0.236]], "atomic_forces_ev_per_a": [[1.46, -0.15, -0.02], [-2.24, 1.65, 0.77], [-1.26, 0.46, 3.40], [1.19, 1.76, -1.11], [1.61, 2.15, -2.49], [0.59, 0.10, -0.32], [0.34, 0.63, -0.42], [-0.09, 0.62, -1.88], [-0.48, -0.33, 0.15], [-0.45, -0.89, 0.59], [0.44, -0.88, 0.75], [-0.82, 0.41, -0.95], [1.22, -0.73, -0.96], [-0.34, -1.44, -0.28], [-1.62, -2.34, 1.41], [-1.74, -0.44, 0.65], [2.17, -0.57, 0.73]], "molar_mass_g_mol": 160.113, "lumo_energy_ha": [-0.21921, -0.20807], "homo_energy_ha": [-0.486, -0.465], "charge": 1, "relative_energy_kcal_mol": 217.7, "spin_multiplicity": 1, "orbital_gap_ev": [7.3, 7.0]}

(2)
{"formula": "C11H18Cl2N2NdO2P", "method": "ωB97M-V/def2-TZVPD", "elements": ["C", "C", "H", "H", "H", "O", "Cl", "Nd", "P", "C", "C", "H", "H", "H", "C", "H", "H", "H", "H", "H", "H", "C", "O", "Cl", "N", "C", "C", "C", "N", "C", "C", "H", "H", "H", "H", "H", "H"], "positions_angstrom": [[-6.382, 1.702, 0.555], [-4.965, 1.338, 0.845], [-6.457, 2.761, 0.276], [-6.995, 1.504, 1.441], [-6.755, 1.074, -0.262], [-3.978, 2.081, 0.792], [-4.779, -0.369, 1.305], [-0.091, 0.319, 0.181], [-0.247, -0.155, -2.507], [0.662, 0.849, -3.597], [0.223, -1.856, -2.714], [-2.592, -0.634, -2.188], [-2.094, -0.381, -3.899], [-2.326, 1.020, -2.800], [-1.984, -0.024, -2.873], [-0.321, -2.515, -2.021], [-0.026, -2.103, -3.748], [0.433, 0.484, -4.598], [1.743, 0.776, -3.407], [1.302, -1.988, -2.544], [0.375, 1.908, -3.508], [1.312, 1.930, -0.533], [2.117, 2.850, -0.789], [-1.514, -1.433, 0.453], [4.834, -1.143, 4.115], [3.863, -0.875, 3.253], [2.544, -0.522, 3.679], [1.567, -0.219, 2.764], [1.804, -0.252, 1.416], [3.049, -0.591, 0.971], [4.066, -0.903, 1.837], [4.696, -1.105, 5.121], [5.777, -1.378, 3.818], [2.329, -0.478, 4.747], [0.544, 0.077, 3.095], [3.211, -0.588, -0.130], [5.053, -1.161, 1.454]], "atomic_forces_ev_per_a": [[-0.06, 0.38, -0.08], [2.34, 1.92, -0.13], [0.11, -0.37, 0.12], [0.09, -0.03, -0.17], [0.04, 0.05, 0.19], [-2.43, -2.28, 0.06], [0.08, 0.27, -0.05], [-1.66, -0.09, 3.37], [-0.22, -0.05, 1.77], [0.71, 0.74, -1.27], [0.29, -0.69, -0.30], [0.28, 0.09, -0.29], [-0.43, 0.07, -0.05], [0.11, -0.31, -0.15], [-0.64, 0.15, -0.31], [0.08, 0.27, -0.32], [0.17, -0.43, -0.01], [0.31, 0.34, -0.35], [-0.32, -0.08, -0.15], [-0.31, 0.02, -0.19], [-0.01, -0.35, -0.12], [10.74, 12.24, -4.45], [-7.27, -8.36, 2.37], [-2.52, -3.45, 0.37], [0.41, -0.11, 0.37], [-0.83, 0.25, -0.74], [-0.05, 0.07, 0.31], [0.49, -0.10, -0.13], [0.20, 0.11, 0.00], [0.08, -0.02, 0.37], [0.33, -0.05, -0.02], [-0.11, 0.01, -0.40], [-0.39, 0.08, -0.05], [-0.05, 0.00, -0.30], [0.82, -0.32, -0.20], [-0.10, -0.07, 0.93], [-0.28, 0.06, -0.01]], "molar_mass_g_mol": 456.397, "lumo_energy_ha": [-0.31496, -0.31364], "homo_energy_ha": [-0.562, -0.563], "charge": 2, "relative_energy_kcal_mol": 50.3, "spin_multiplicity": 4, "s2": 3.755, "orbital_gap_ev": [6.7, 6.8]}

(3)
{"formula": "C5H6N2", "method": "ωB97M-V/def2-TZVPD", "elements": ["C", "C", "N", "C", "C", "N", "C", "H", "H", "H", "H", "H", "H"], "positions_angstrom": [[1.248, -1.543, -0.970], [0.885, -0.245, -1.037], [-0.018, 0.317, -0.122], [-0.770, -0.387, 0.793], [-1.474, 0.578, 1.480], [-1.119, 1.848, 0.969], [-0.324, 1.621, -0.007], [1.078, -2.283, -0.132], [1.897, -1.818, -1.803], [1.111, 0.470, -1.927], [-0.648, -1.480, 1.015], [-2.144, 0.560, 2.335], [0.277, 2.362, -0.594]], "atomic_forces_ev_per_a": [[0.70, 0.81, -0.21], [-0.37, -0.40, -1.02], [0.32, -1.43, -0.59], [-0.40, -0.38, 1.56], [0.89, 1.01, -0.58], [-1.66, -0.38, 1.02], [1.85, 1.13, -0.66], [0.01, 1.25, -1.23], [-0.14, -0.45, 0.40], [-0.14, -1.57, 1.76], [-0.27, 1.49, -0.64], [0.20, -0.42, -0.38], [-0.99, -0.66, 0.56]], "molar_mass_g_mol": 94.117, "lumo_energy_ha": 0.03565, "homo_energy_ha": -0.330, "relative_energy_kcal_mol": 28.4, "spin_multiplicity": 1, "orbital_gap_ev": 10.0}

(4)
{"formula": "C17H19F9MoN6O5S2Se", "method": "ωB97M-V/def2-TZVPD", "elements": ["Mo", "C", "C", "N", "N", "C", "N", "S", "C", "C", "C", "C", "C", "N", "H", "H", "H", "H", "H", "H", "H", "H", "H", "Se", "C", "N", "F", "C", "F", "F", "C", "O", "C", "F", "F", "F", "C", "F", "F", "F", "C", "C", "S", "O", "C", "C", "H", "H", "H", "H", "H", "H", "H", "H", "H", "H", "O", "N", "O", "O"], "positions_angstrom": [[-1.273, -0.007, -0.252], [1.244, -0.493, -3.866], [0.398, -0.658, -2.650], [-0.327, 0.281, -2.136], [-0.368, 1.498, -2.760], [-1.541, 2.053, -2.567], [-1.802, 3.206, -3.210], [-2.805, 1.317, -1.643], [0.252, -1.964, -2.002], [0.866, -3.126, -2.455], [0.572, -4.323, -1.821], [-0.316, -4.335, -0.756], [-0.888, -3.139, -0.349], [-0.601, -1.988, -0.956], [1.071, 0.483, -4.308], [2.300, -0.575, -3.601], [1.021, -1.269, -4.598], [-1.038, 3.670, -3.672], [-2.580, 3.762, -2.905], [1.546, -3.093, -3.292], [1.027, -5.242, -2.164], [-0.585, -5.250, -0.249], [-1.606, -3.091, 0.460], [-5.275, -2.801, -0.775], [-3.896, -1.752, -0.519], [-2.941, -1.092, -0.336], [-3.163, 3.656, 2.508], [-2.538, 2.518, 2.160], [-3.410, 1.764, 1.498], [-2.232, 1.883, 3.296], [-1.260, 2.827, 1.297], [-0.846, 1.829, 0.478], [-1.524, 4.115, 0.442], [-2.742, 4.089, -0.123], [-1.443, 5.244, 1.158], [-0.630, 4.201, -0.548], [-0.110, 3.167, 2.292], [0.921, 3.735, 1.642], [0.349, 2.063, 2.882], [-0.489, 4.013, 3.262], [3.742, -1.474, 0.002], [2.600, -2.253, 0.628], [1.278, -1.314, 1.420], [0.872, -0.301, 0.350], [2.170, -0.384, 2.684], [2.949, 0.818, 2.173], [4.326, -2.138, -0.635], [4.412, -1.063, 0.753], [3.360, -0.658, -0.611], [2.934, -2.971, 1.380], [2.063, -2.823, -0.132], [2.803, -1.123, 3.180], [1.385, -0.099, 3.380], [3.935, 0.546, 1.808], [3.069, 1.532, 2.985], [2.405, 1.313, 1.369], [-3.085, -1.582, 2.447], [-1.939, -1.241, 2.617], [-1.212, -1.649, 3.509], [-1.409, -0.311, 1.828]], "atomic_forces_ev_per_a": [[0.14, 0.29, 0.57], [-0.03, 0.10, 0.01], [-0.03, 0.06, 0.02], [0.27, -0.10, -0.28], [0.06, -0.09, 0.01], [0.03, 0.16, -0.06], [-0.01, -0.01, 0.01], [-0.11, -0.11, 0.03], [-0.07, -0.09, 0.12], [-0.16, 0.13, 0.09], [-0.06, -0.02, 0.05], [0.00, 0.03, -0.01], [0.09, -0.05, -0.10], [-0.02, -0.09, -0.21], [0.00, -0.03, 0.02], [0.03, -0.02, 0.02], [-0.02, -0.01, -0.03], [0.01, -0.01, -0.01], [0.00, 0.00, 0.04], [0.02, 0.02, -0.04], [0.01, -0.03, 0.00], [0.01, -0.02, 0.00], [0.01, -0.01, 0.00], [0.12, 0.08, 0.00], [0.10, -0.04, 0.07], [-0.56, -0.07, -0.09], [0.05, -0.03, -0.02], [-0.14, -0.04, 0.06], [0.06, 0.04, -0.16], [0.01, 0.02, -0.04], [0.05, 0.00, -0.07], [-0.12, -0.05, 0.11], [-0.12, 0.07, -0.08], [0.07, -0.02, 0.01], [0.01, -0.03, -0.06], [-0.04, 0.01, 0.07], [0.15, 0.16, 0.10], [-0.06, -0.11, 0.04], [0.05, -0.07, -0.03], [0.03, -0.10, -0.10], [0.02, 0.00, -0.01], [-0.02, -0.03, 0.03], [0.06, -0.08, 0.08], [0.06, 0.29, -0.08], [0.04, -0.04, -0.07], [-0.03, 0.05, -0.01], [-0.02, -0.01, -0.02], [0.00, -0.05, -0.05], [0.00, 0.04, 0.01], [0.01, 0.02, 0.04], [0.00, -0.02, 0.04], [-0.04, -0.03, 0.04], [-0.08, 0.03, 0.01], [-0.01, 0.05, 0.04], [0.00, 0.02, 0.00], [-0.02, 0.03, 0.02], [0.05, 0.00, -0.12], [-0.07, 0.08, 0.26], [0.06, 0.04, -0.16], [0.18, -0.31, -0.09]], "molar_mass_g_mol": 797.392, "lumo_energy_ha": [-0.04433, -0.06440], "homo_energy_ha": [-0.283, -0.291], "relative_energy_kcal_mol": 0.6, "spin_multiplicity": 3, "s2": 2.027, "orbital_gap_ev": [6.5, 6.2]}